[1]
Entry from OMol25: a 6-piece molecular cluster, C27H59ClNO14PS3 overall in a non-equilibrium geometry (the ωB97M-V functional and the def2-TZVPD basis).

Values from the calculation:
* gap between HOMO and LUMO: 8.982 eV
* net charge: 0
* energy relative to the best compared isomer or geometry (same formula, charge and spin): 137.3 kJ/mol
* energy: -4168.1003 Eh
* multiplicity: 1
* max |F|: 4.96 eV Å⁻¹
* LUMO level: 0.05 eV

Positions of all 106 atoms, in Å:
Cl 0.2201 -13.6376 26.2071
S -4.9785 -13.9400 27.0459
S -3.5220 -17.4194 23.2343
S -3.1871 -9.7796 31.5338
P -0.5963 -7.4227 27.0786
O -1.8074 -7.2456 26.0501
O -4.4855 -16.4292 22.7589
O -0.3808 -12.4068 26.6509
O -4.2836 -10.6851 31.9179
O -5.6903 -14.9321 26.2612
O -0.9107 -7.1826 28.5286
O -0.6316 -14.4024 25.3157
O 0.5696 -6.3920 26.4916
O 1.3520 -13.3209 25.3232
O -2.6004 -8.9023 32.5576
O -2.3300 -17.7468 22.4933
O 0.7769 -14.4150 27.3281
O 0.0886 -8.8384 26.6644
O -4.8624 -12.6102 26.4803
N -2.1678 -11.1974 22.9769
C -1.8672 -10.6573 30.6362
C -5.7777 -13.7703 28.6776
C 1.6859 -4.2899 26.5502
C -4.7061 -14.2192 29.7791
C -3.2824 -9.5216 28.8473
C -4.7543 -9.9916 22.2435
C -2.4077 -10.3267 21.7375
C -3.1268 -10.7348 24.1015
C 0.3872 -5.0449 26.9108
C -2.0592 -10.3506 29.1350
C -4.6241 -18.7994 25.1294
C -0.7304 -10.9229 23.3863
C -3.4584 -14.5633 27.7115
C -3.7896 -10.5087 21.1846
C -1.8647 -14.7765 21.4364
C -3.2603 -18.3329 25.7729
C -3.7228 -8.7307 30.0897
C -1.5969 -13.3096 21.6294
C -4.5698 -10.6912 23.5741
C -2.4293 -12.6802 22.7069
C -3.3071 -14.1995 29.1761
C 1.2672 -9.3036 27.2834
C -2.7511 -6.1731 26.2292
C -4.3425 -19.0248 23.6362
C -3.0941 -17.0294 24.9971
C -4.2047 -6.6597 26.3504
C 2.5152 -8.8917 26.4595
H -1.8236 -12.7650 20.7055
H -4.0571 -11.5218 20.8799
H -0.6507 -11.7472 24.0943
H -4.9573 -13.7636 30.7319
H -2.0200 -11.2852 28.5755
H -3.0848 -8.7929 28.0588
H -0.1395 -11.1739 22.5110
H -3.1771 -7.7921 30.2155
H -5.1923 -10.3085 24.3877
H -4.5857 -8.9268 22.4222
H -3.9039 -9.9569 20.2492
H -3.4815 -15.6553 27.6231
H -0.4434 -4.5637 26.3843
H -3.4702 -12.7670 22.3943
H -3.4307 -18.3202 26.8516
H -6.2775 -12.8221 28.8650
H -3.7732 -16.2544 25.3489
H -1.1965 -15.2786 20.7402
H -4.9270 -15.2901 29.8088
H -2.5095 -19.1230 25.7429
H 1.9160 -4.4533 25.4974
H -4.0827 -10.1102 28.3950
H 2.4695 -4.8607 27.0525
H -2.6936 -9.7800 24.4051
H -4.8910 -5.8224 26.2258
H -5.2277 -19.2747 23.0586
H -6.5702 -14.5165 28.7267
H -2.4077 -5.4403 26.9602
H -5.0181 -19.7282 25.5471
H -3.4971 -19.6941 23.4827
H 3.4049 -9.2648 26.9596
H -4.7302 -8.3492 30.2558
H -1.7576 -11.7003 30.9345
H -2.6523 -14.4305 26.9880
H -1.6896 -10.5583 20.9544
H 0.1359 -4.9350 27.9666
H -4.9195 -11.7240 23.6663
H -0.6113 -9.9485 23.8481
H 1.4075 -9.0987 28.3475
H -0.5389 -13.1109 21.8126
H -1.6328 -15.1965 22.4198
H -2.8922 -15.0865 21.2518
H 2.5762 -7.8012 26.3987
H -5.7856 -10.1229 21.9141
H 2.3222 -9.0905 25.4049
H -4.4069 -7.1193 27.3160
H -2.6747 -5.5299 25.3472
H -2.0720 -16.6473 24.9777
H -2.9061 -13.1861 29.2589
H 1.3036 -10.3954 27.2863
H -2.5799 -14.8801 29.6148
H -5.4273 -18.0665 25.2103
H -2.4363 -13.1494 23.6924
H -4.3735 -7.3377 25.5139
H -2.3884 -9.3117 22.1336
H -1.0213 -10.2237 31.1745
H -2.9449 -11.4311 24.9198
H 1.6210 -3.2474 26.8487
H -1.1068 -9.8818 28.8865

Cartesian forces (eV/Å) of the 6 atoms listed first:
4.59 -0.86 -1.65
-1.71 0.52 1.03
-1.34 -0.39 0.75
-1.15 0.48 0.58
2.05 0.25 0.99
0.36 -0.78 0.49



[2]
Entry from OMol25: C36H65BaN2O7P2S2Si as an isolated structure (the ωB97M-V functional and the def2-TZVPD basis).

Values from the calculation:
* gap between HOMO and LUMO: 6.251 eV
* net charge: -1
* energy relative to the best compared isomer or geometry (same formula, charge and spin): 65.4 kJ/mol
* energy: -3841.3744 Eh
* multiplicity: 1
* max |F|: 0.59 eV Å⁻¹
* LUMO level: 2.27 eV

Positions of all 116 atoms, in Å:
Ba -0.9148 -0.6730 -0.7761
S -1.7871 -1.4800 2.2801
S -1.9758 0.5867 -5.0247
P 1.9245 -0.9106 1.9192
P 3.8499 1.8338 1.2882
Si -3.5522 -1.8260 1.3022
O -3.7579 -3.3285 0.6463
O -4.9599 -1.5622 2.1309
O -1.9677 1.8316 -5.7678
O -1.3829 1.9440 0.1725
O 0.7598 -1.9565 -2.3930
O -3.2698 -0.0064 -4.7755
O -3.5140 -0.8509 -0.0556
N -1.2007 0.6514 -3.6408
N 0.5562 1.2422 -2.3278
C 0.8088 1.7170 -4.6562
C 1.1023 -2.5279 -1.3298
C -3.4168 -5.6479 0.4317
C 1.4024 -0.2307 3.5478
C 1.7731 1.7454 -2.1252
C 0.3635 -2.4734 -6.2653
C -0.5331 -1.4193 -8.2160
C -5.6874 -1.3053 -1.0574
C -3.5706 -4.6253 2.7083
C 5.1577 3.0708 1.6789
C -4.2455 0.5931 -1.7837
C 0.0468 1.2057 -3.5748
C -0.5267 2.1388 1.3168
C 0.2518 -2.4208 -7.6505
C 4.3331 0.5402 2.5104
C 2.0568 2.2354 -4.4187
C -1.1948 -0.4980 -7.4194
C 0.9510 -3.4340 -8.5175
C -5.6034 -4.7271 1.2474
C -3.5601 -1.7766 -2.2969
C -4.2545 -0.8447 -1.2999
C 1.7113 -2.7052 2.2110
C -5.3071 -0.4611 2.9766
C -4.0856 -4.5685 1.2733
C -1.4586 3.1537 -0.5956
C 2.3104 -3.4463 -1.4887
C -0.2589 3.6342 1.3875
C -1.0835 -0.5796 -6.0390
C -0.3003 -1.5634 -5.4549
C 3.7627 -0.8432 2.2028
C -4.7485 -0.7206 4.3715
C -6.8317 -0.4361 3.0085
C 4.5949 1.0905 -0.2185
C -4.7754 0.8558 2.4181
C -0.3281 4.0334 -0.0861
C 2.5713 2.2619 -3.1230
H 6.1575 2.6289 1.6582
H 0.4082 1.5854 1.1588
H -2.3354 -5.5050 0.4405
H 1.8774 -3.7753 -8.0551
H 2.1947 -3.2569 1.4040
H -5.1377 -1.6659 4.7554
H 2.1338 -3.0049 3.1744
H -3.8025 -5.6003 3.1440
H 4.6730 1.8482 -0.9975
H -4.2425 -2.0315 -3.1064
H 1.5655 0.8494 3.5560
H 2.1099 1.7381 -1.0927
H -4.7508 1.2330 -1.0568
H 0.3200 -4.3120 -8.6759
H -6.1558 -0.6831 -0.2929
H -1.0464 4.1369 1.9542
H 4.9791 3.4943 2.6684
H -7.2119 -1.3908 3.3758
H -3.6849 0.8468 2.3708
H 5.5911 0.6880 -0.0139
H -3.6470 -6.6428 0.8193
H -5.1595 1.0290 1.4116
H -7.1931 0.3615 3.6611
H 3.9536 0.2960 -0.6030
H -6.0693 -3.9097 1.7990
H -6.2630 -1.2217 -1.9809
H 2.1210 -4.4149 -1.0203
H 3.1444 -2.9897 -0.9414
H -5.9636 -4.7011 0.2170
H -3.2309 0.9752 -1.9313
H -4.0405 -3.8525 3.3195
H -7.2247 -0.2726 2.0036
H 4.2454 -1.2584 1.3126
H -2.4928 -4.4649 2.7360
H 1.1896 -3.0184 -9.4972
H -3.6607 -0.7814 4.3324
H 5.1150 3.8859 0.9550
H 5.4276 0.4910 2.5511
H -5.7079 -2.3413 -0.7190
H -2.7032 -1.3074 -2.7866
H 1.9631 -0.6815 4.3723
H 2.5963 -3.5714 -2.5407
H 0.6006 3.7700 -0.5958
H -5.0406 0.0808 5.0551
H 0.9885 -3.2280 -5.8010
H -3.7643 -5.5828 -0.6008
H 2.6367 2.6268 -5.2467
H -1.0267 1.7222 2.1918
H -2.4365 3.6162 -0.4252
H 0.7018 3.8552 1.8521
H 3.9915 0.8752 3.4937
H 3.9973 -1.5214 3.0307
H -5.9009 -5.6777 1.6962
H -5.0925 1.6810 3.0604
H 0.3367 -0.4134 3.6909
H 3.5483 2.6677 -2.9015
H -0.5213 5.0948 -0.2391
H -0.1754 -1.6085 -4.3811
H -0.6185 -1.3546 -9.2954
H 0.6460 -2.9362 2.1844
H -1.3647 2.8943 -1.6497
H 0.3970 1.7210 -5.6527
H -1.7895 0.2946 -7.8547
H -4.7243 0.6721 -2.7597
H -3.2650 -2.6930 -1.7780

Cartesian forces (eV/Å) of the 6 atoms listed first:
0.57 0.11 -0.12
-0.11 0.03 -0.06
-0.05 -0.05 0.02
0.03 0.11 0.06
-0.08 0.03 -0.06
0.08 0.04 -0.08



[3]
Entry from OMol25: C12H12AuBCl5O2 as an isolated structure (the ωB97M-V functional and the def2-TZVPD basis).

Values from the calculation:
* gap between HOMO and LUMO: 7.597 eV
* net charge: -1
* energy: -3076.6290 Eh
* multiplicity: 1
* max |F|: 0.72 eV Å⁻¹
* LUMO level: 2.74 eV

Positions of all 33 atoms, in Å:
Au 1.2887 0.8703 -0.8627
Cl 0.2348 1.5143 -6.4292
Cl 1.6538 4.2789 -6.5889
Cl 3.2802 5.3342 -4.1541
Cl 3.3866 3.6741 -1.5238
Cl 0.4024 -0.1710 -3.8357
O 0.7118 -0.4542 1.9265
O -0.9510 -0.6600 0.4004
C -0.3731 -1.0616 2.6201
C 1.7429 3.3440 -5.1390
C 2.4898 3.0525 -2.8776
C 1.1053 2.1096 -5.0592
C 1.1808 1.3821 -3.8747
C -0.9714 -2.9653 0.9972
C 1.8504 1.8263 -2.7337
C -2.7936 -1.4489 1.7481
C 2.4559 3.8151 -4.0411
C -1.0303 0.0263 3.4789
C -1.2999 -1.5391 1.4602
C 0.1511 -2.1716 3.5225
B 0.3267 -0.1191 0.6210
H -1.4863 -3.1486 0.0543
H -1.8425 -0.3760 4.0863
H -0.6732 -2.7558 3.9352
H 0.7148 -1.7328 4.3457
H -3.0522 -2.0733 2.6052
H -3.3430 -1.8037 0.8761
H -0.2724 0.4574 4.1330
H -1.4119 0.8230 2.8401
H -1.2925 -3.7079 1.7288
H 0.8185 -2.8368 2.9786
H -3.1005 -0.4240 1.9432
H 0.0995 -3.0581 0.8181

Cartesian forces (eV/Å) of the 6 atoms listed first:
0.28 0.23 -0.62
-0.03 -0.02 -0.06
0.01 0.02 -0.04
-0.01 0.00 0.02
0.09 0.08 0.20
-0.13 -0.18 0.00



Q: The highest net charge belongs to which entry?
A: C27H59ClNO14PS3



Q: Number 3 is which compound?
A: C12H12AuBCl5O2



Q: net charge of number 3 (C12H12AuBCl5O2)?
A: -1